1.
8
Properties=species:S:1:pos:R:3:forces:R:3 method="wB97M-V/def2-TZVPD" homo_lumo_gap_ev=9.731 homo_ha=-0.5218 spin_multiplicity=1 total_charge=+1 e_tot_ha=-527.23000
H -1.5480 -0.7534 1.2365 0.6 -2.1 -1.3
O 0.4483 -1.0315 0.3694 1.1 0.0 0.1
O 0.2560 0.9498 -0.3671 -0.2 0.5 -1.1
C -0.9009 -0.8093 0.2855 -2.3 1.9 2.8
C -1.0100 0.4655 -0.1549 0.8 -0.2 -2.3
C 1.1349 -0.0024 -0.1156 -0.2 -0.4 0.7
F -1.9651 1.0819 -0.7769 0.3 0.3 1.1
Na 3.5849 0.0994 -0.4769 -0.1 0.0 0.0



2.
17
Properties=species:S:1:pos:R:3:forces:R:3 method="wB97M-V/def2-TZVPD" homo_lumo_gap_ev="7.205 / 5.876" homo_ha="-0.3797 / -0.5010" spin_multiplicity=3 total_charge=+1 s_squared=2.03 e_tot_ha=-778.18826
C -2.5682 -0.7337 0.4468 0.2 1.3 -0.4
C -2.5657 0.6458 -0.0629 2.6 -1.5 0.5
C -1.2817 -1.1369 0.4226 -1.7 0.7 0.0
C -1.2471 0.9914 -0.3421 -0.4 0.3 0.3
C 1.6623 0.8714 -0.5964 -1.9 2.4 -1.1
C 2.9739 0.6438 -0.4605 0.5 0.1 -0.8
C 1.6958 -1.1496 0.5545 -1.1 -1.9 1.1
N -0.4715 -0.0864 -0.0188 1.4 0.9 -0.3
N 0.8819 -0.1459 -0.0495 -0.9 1.2 -0.7
S 3.3573 -0.8439 0.3722 0.0 -0.3 0.2
H -3.4294 -1.2549 0.8208 0.0 -0.3 -0.2
H -3.2524 1.4126 -0.1015 -2.0 0.9 -0.1
H -0.9355 -2.0938 0.5523 1.1 -1.8 0.5
H -0.9428 2.0180 -0.5628 0.4 -0.8 0.0
H 1.0442 1.7706 -1.0747 2.1 -2.2 1.0
H 3.8442 1.1124 -0.9329 -0.8 0.4 0.3
H 1.2350 -2.0210 1.0328 0.5 0.6 -0.3



3.
28
Properties=species:S:1:pos:R:3:forces:R:3 method="wB97M-V/def2-TZVPD" homo_lumo_gap_ev=9.474 homo_ha=-0.3303 spin_multiplicity=1 e_tot_ha=-859.42271 smiles=CN[C@H](CN)CCS.O.O
C 0.1313 2.9418 0.4258 0.5 0.3 -1.7
N 0.4212 1.5453 -0.0140 0.6 1.8 0.6
C 0.3853 0.5360 1.0483 -0.6 -1.6 -0.7
C 1.7738 -0.0956 1.4253 -0.8 -0.9 2.5
N 2.5856 0.7262 2.3419 -0.4 -0.9 -0.1
C -0.5560 -0.5736 0.4682 1.1 -0.6 0.8
C -1.9940 -0.2036 0.4884 -1.8 2.6 0.8
S -3.1031 -1.2634 -0.5106 0.0 -0.1 0.6
H -0.6915 3.3306 -0.1533 -0.7 0.0 0.0
H 0.9341 3.6396 0.1319 0.1 -0.4 0.4
H -0.0763 3.0888 1.4632 -0.1 -0.3 0.8
H 1.3363 1.6088 -0.4584 -0.1 -0.5 0.3
H -0.1581 0.9465 1.9574 1.0 -0.3 -0.8
H 2.4402 -0.4901 0.6447 -0.7 0.4 -0.3
H 1.5439 -1.0014 2.0988 0.1 1.0 -1.3
H 2.0531 0.7826 3.2059 0.3 0.4 -0.1
H 2.7000 1.6350 1.9567 0.2 1.0 -0.1
H -0.3932 -1.5490 0.9600 -0.2 0.4 0.2
H -0.2639 -0.7772 -0.5440 0.2 -0.1 -0.5
H -2.3629 -0.0260 1.5339 0.0 -1.4 -0.5
H -2.2283 0.8831 0.2557 0.8 -1.1 -0.9
H -3.1223 -0.5977 -1.6761 0.3 0.2 0.2
O 2.1178 -2.4211 -1.5552 0.5 -0.7 -0.2
H 2.3452 -2.1668 -2.4596 -0.2 0.1 0.3
H 1.7474 -1.6403 -1.1575 -0.2 0.4 -0.1
O 0.7786 -0.1095 -2.6325 -0.5 1.1 0.2
H 0.6767 0.7105 -3.1311 0.5 -0.2 -0.9
H 0.2981 0.2489 -1.8685 0.0 -0.5 0.5



4.
55
Properties=species:S:1:pos:R:3:forces:R:3 method="wB97M-V/def2-TZVPD" homo_lumo_gap_ev=7.653 homo_ha=-0.2210 spin_multiplicity=1 total_charge=-1 e_tot_ha=-4496.15142
Os -0.0336 0.2365 0.8456 0.1 0.2 0.0
C -0.3698 -3.3551 2.3932 0.0 0.0 0.0
N 1.0411 -3.2102 2.0593 0.0 0.0 0.0
C 2.0739 -3.6726 2.8272 0.0 0.0 0.0
C 3.2173 -3.3120 2.1984 0.0 0.0 0.0
N 2.8871 -2.6305 1.0555 0.0 -0.1 0.0
B 4.0587 -2.1689 0.0961 0.0 0.0 0.0
N 3.5103 -1.3722 -1.1157 -0.1 0.0 0.0
C 3.6178 -1.7691 -2.4240 0.0 0.0 0.0
C 2.9833 -0.8524 -3.1944 0.0 0.0 0.0
N 2.4991 0.1097 -2.3429 -0.1 0.0 0.0
C 1.7053 1.2685 -2.7255 0.0 0.0 0.0
C 2.8078 -0.2327 -1.0795 0.1 0.0 0.0
S 2.3703 0.6492 0.3402 -0.1 0.0 0.0
C 1.5536 -2.5631 0.9927 0.0 0.1 0.0
S 0.5405 -1.7865 -0.2059 -0.1 0.0 0.0
H -0.7026 -2.5288 3.0185 0.0 0.0 0.0
H -0.4929 -4.3001 2.9191 0.0 0.0 0.0
H -0.9509 -3.3653 1.4761 0.0 0.0 0.0
H 1.9028 -4.1968 3.7498 0.0 0.0 0.0
H 4.2450 -3.4755 2.4676 0.0 0.0 0.0
H 4.8189 -1.5041 0.7499 0.0 0.0 0.0
H 4.5793 -3.1664 -0.3497 0.0 0.0 0.0
H 4.1397 -2.6690 -2.6922 0.0 0.0 0.0
H 2.8432 -0.7910 -4.2584 0.0 0.0 0.0
H 1.8206 1.4177 -3.7967 0.0 0.0 0.0
H 2.0416 2.1423 -2.1765 0.0 0.0 0.0
H 0.6585 1.1100 -2.4752 0.0 0.0 0.0
F -2.2360 2.7407 -2.9876 0.0 0.0 0.0
C -3.0722 1.9603 -2.3065 0.1 0.0 0.0
F -4.2518 2.5676 -2.2148 0.0 0.0 0.0
F -3.2276 0.8175 -2.9723 0.0 0.0 0.0
S -2.3875 1.6635 -0.6240 0.0 -0.1 -0.2
O -1.1378 0.9477 -0.9475 0.1 -0.1 0.1
O -2.2979 2.9406 -0.0108 -0.1 0.0 0.0
N -3.4973 0.7433 -0.0227 0.0 0.2 0.1
S -3.3106 -0.6367 0.6836 0.2 -0.1 -0.2
O -1.9196 -1.0989 0.7343 -0.2 0.1 0.1
O -4.1416 -0.7969 1.8225 0.0 0.0 0.0
C -3.9901 -1.8056 -0.5681 0.0 0.0 0.0
F -3.9289 -3.0527 -0.0931 0.0 0.0 0.0
F -3.2921 -1.7497 -1.7007 0.0 0.0 0.0
F -5.2633 -1.5146 -0.8355 0.0 0.0 0.0
F 0.9784 5.5336 0.5811 0.0 0.0 0.0
C 0.9463 4.4443 1.3608 0.0 0.0 0.0
F 2.1508 4.3436 1.9552 0.0 0.0 0.0
F 0.0347 4.6531 2.3133 0.0 0.0 0.0
C 0.6447 3.1675 0.5289 0.2 0.0 0.0
O 0.5172 2.1648 1.3262 -0.1 0.0 0.0
O 0.6172 3.2311 -0.6763 0.0 0.0 0.0
O -1.3948 -0.7623 4.0845 0.0 0.0 0.0
S -0.5963 0.2859 3.5069 0.1 0.0 -0.1
O -0.1828 1.3335 4.3821 0.0 0.0 0.0
O 0.5950 -0.3239 2.7199 0.0 0.0 0.0
O -1.3254 0.8761 2.2364 0.0 -0.1 0.1



5.
93
Properties=species:S:1:pos:R:3:forces:R:3 method="wB97M-V/def2-TZVPD" homo_lumo_gap_ev="3.700 / 5.623" homo_ha="-0.0482 / -0.0781" spin_multiplicity=1 total_charge=-2 e_tot_ha=-3942.11199
Cd -2.2650 -0.2590 -1.2254 0.1 -0.1 -0.2
N -0.8805 -8.7715 4.7163 0.2 -2.0 1.4
C -0.9221 -7.8984 3.9928 -0.2 2.7 -1.4
C -1.0604 -6.7133 3.1766 0.6 0.0 -0.5
C -1.6737 -6.8262 1.9041 0.5 0.4 1.9
C -1.9293 -5.7086 1.1604 -0.9 0.2 -2.5
C -1.5134 -4.3978 1.5114 1.2 -0.5 2.7
C -0.7785 -4.3211 2.7946 -0.4 -1.1 -1.9
C -0.5160 -5.4558 3.5525 -1.0 0.8 0.7
C -1.6595 -3.1864 0.7460 -0.3 -1.7 -0.8
C -2.1197 -2.0285 1.3701 -1.1 -0.3 1.6
C -2.7795 -1.9303 2.6413 1.1 -0.3 -0.8
C -2.9830 -0.5663 2.8670 -1.0 -1.6 -0.1
C -2.6301 0.0635 1.7018 0.7 0.9 -0.2
N -2.0700 -0.8125 0.7947 -0.5 2.0 1.1
C -1.3547 -3.3100 -0.6340 0.0 1.7 -1.5
C -0.4311 -4.2432 -1.1750 -1.9 1.5 2.8
C -0.1710 -3.9015 -2.4338 -0.8 0.3 -3.5
C -1.0853 -2.8254 -2.7857 1.5 -0.3 0.7
N -1.7222 -2.3544 -1.6583 1.1 -2.5 -0.1
H -1.9844 -7.8042 1.6070 -0.3 -0.3 -0.3
H -2.4929 -5.9188 0.1854 0.9 0.8 1.4
H -0.2600 -3.4007 3.0229 -0.4 0.2 0.2
H -0.0679 -5.2420 4.5461 0.0 -0.7 -0.8
H -3.1158 -2.7523 3.2647 0.3 0.1 -0.1
H -3.5900 -0.2999 3.7001 0.0 1.0 0.4
H -2.6623 1.1337 1.5409 0.1 -0.1 -0.4
H -0.0692 -4.9855 -0.5308 0.9 -1.1 0.3
H 0.4715 -4.5632 -3.0333 -0.4 0.9 -0.3
H -1.1910 -2.3380 -3.7642 0.0 -0.2 0.6
Te -5.9939 7.6890 1.2481 0.3 -1.0 0.1
Te -5.5689 10.1434 0.8305 0.1 1.1 -0.1
Te -1.3632 7.9545 1.4107 -0.6 0.0 -0.1
Te -3.5217 6.4365 0.8798 0.1 0.0 0.1
C 3.3112 -0.0325 3.6236 -0.3 -0.1 -1.4
C 2.0358 -0.3621 2.7502 0.9 -0.2 0.5
C 2.2187 -1.8523 2.3057 -1.0 0.0 0.5
C 0.8434 -0.4006 3.6920 -0.4 -0.8 -0.3
P 1.4870 0.7509 1.2890 -0.6 -0.1 0.7
C 1.8296 2.4706 1.8562 0.5 1.3 -0.3
C 3.1124 2.9966 2.1311 1.1 -0.2 0.6
C 3.3744 4.3631 2.4065 -0.9 -1.1 -0.7
C 2.3305 5.2465 2.2426 -0.5 1.5 1.0
C 1.0600 4.7883 1.9879 -0.9 -1.3 -0.2
C 0.7686 3.4219 1.8146 3.1 0.6 0.1
C 2.5232 0.3365 -0.2326 0.1 -1.1 1.2
C 3.9672 -0.1695 -0.0265 -0.7 -0.2 0.4
C 2.6403 1.5145 -1.1751 -1.1 0.4 0.4
C 1.6898 -0.7961 -0.8914 1.0 0.1 -1.0
H 3.4546 -0.9022 4.2859 0.2 0.3 -0.2
H 3.2385 0.8704 4.2430 -0.1 -0.1 -0.3
H 4.1508 0.0626 2.9041 -0.1 -0.1 0.8
H 2.2361 -2.4192 3.2901 -0.2 0.2 -1.3
H 3.1619 -2.0422 1.8154 0.2 0.0 -0.1
H 1.3941 -2.2097 1.6151 0.8 0.3 1.0
H 1.0696 -1.0714 4.5362 -0.2 0.0 -0.2
H -0.0056 -0.7710 3.1126 -0.2 -0.2 0.3
H 0.5279 0.5279 4.1118 0.0 1.0 0.2
H 3.9860 2.3074 2.1845 -0.8 0.4 -0.1
H 4.3288 4.7537 2.7024 0.5 -0.3 -0.1
H 2.3967 6.3437 2.4478 0.4 -1.0 -0.3
H 0.2353 5.4724 1.9138 -0.1 0.4 -0.1
H -0.1813 3.1557 1.5001 -1.8 -0.7 -0.3
H 4.5469 0.6063 0.4065 0.7 0.9 0.5
H 4.3297 -0.2950 -1.0259 0.6 -0.5 -0.6
H 4.1278 -1.0784 0.5845 -0.4 0.5 -0.6
H 3.1591 2.3300 -0.6997 1.0 0.2 -0.2
H 1.7025 1.9918 -1.4142 -0.9 -0.1 0.2
H 2.9702 1.1703 -2.1439 0.9 0.1 -0.2
H 2.2660 -1.7147 -1.0721 -0.1 0.2 0.3
H 1.4754 -0.3985 -1.8696 -0.4 -0.2 -0.7
H 0.7468 -1.0550 -0.4555 -0.5 -0.1 0.6
C -2.5912 0.7501 -6.0423 -0.3 -0.3 -0.6
C -1.2971 1.3758 -5.6111 -0.1 0.6 0.5
C -0.0799 0.7620 -5.8348 -0.3 -1.3 0.3
C 1.0737 1.2010 -5.2062 -0.3 1.0 -1.2
Cl 2.5795 0.3237 -5.4689 -0.4 0.3 0.3
C 1.0619 2.4709 -4.6244 1.7 -0.6 0.4
C -0.0999 3.2041 -4.4791 -1.3 -0.5 0.9
C -1.2855 2.5518 -4.8530 -1.4 0.6 0.3
O -2.5761 3.0203 -4.5091 1.1 0.2 -0.3
C -2.7584 3.4567 -3.1583 0.2 0.2 0.2
C -2.6190 2.2600 -2.2166 1.7 -0.6 1.2
O -3.2505 1.1749 -2.5212 0.4 0.7 0.1
O -1.7723 2.3305 -1.2697 -1.6 -0.4 -1.6
H -2.4111 -0.1820 -6.6086 0.0 0.3 0.4
H -3.1796 1.3907 -6.7123 0.2 0.1 0.2
H -3.2503 0.5521 -5.1937 0.2 -0.1 0.1
H -0.1407 -0.1965 -6.3515 0.4 0.2 0.0
H 2.0347 2.7692 -4.2225 -0.5 0.4 -0.1
H -0.1965 4.1170 -3.8582 0.5 -0.6 -0.7
H -3.7501 3.9074 -3.0701 0.0 -0.3 -0.3
H -2.0466 4.2433 -2.8603 -0.1 -0.4 -0.1



6.
19
Properties=species:S:1:pos:R:3:forces:R:3 method="wB97M-V/def2-TZVPD" homo_lumo_gap_ev=6.645 homo_ha=-0.2885 spin_multiplicity=1 e_tot_ha=-548.17277 smiles=Nc1cccc2ncc(O)nc12
N -0.1847 0.8852 -2.8084 -1.4 -1.3 2.9
C -0.6133 0.0650 -1.5756 -1.7 -1.3 -0.2
C -1.8476 -1.0206 -1.7520 2.5 0.8 4.1
C -2.2580 -1.8973 -0.4270 3.5 2.6 1.7
C -1.4829 -1.6692 1.0004 0.0 1.1 -3.5
C -0.2313 -0.5783 1.1405 -0.7 -0.4 -0.5
N 0.4189 -0.4696 2.4910 2.9 4.0 -4.8
C 1.5603 0.5077 2.4741 -2.2 -0.9 -2.3
C 1.9953 1.3653 1.1628 -1.6 -1.0 -1.1
O 3.1479 2.3072 1.3206 -1.3 -3.8 -0.8
N 1.3305 1.3122 -0.1837 -0.8 -3.3 6.2
C 0.2205 0.2996 -0.1521 -0.8 -0.6 -0.3
H -0.9149 0.8490 -3.5541 0.9 0.1 1.2
H 0.0689 1.8601 -2.5371 -0.3 -1.2 -0.3
H -2.4546 -1.2017 -2.7438 1.6 0.7 2.1
H -3.1062 -2.7036 -0.4642 1.8 1.8 0.0
H -1.7983 -2.3010 1.9614 0.9 1.6 -2.4
H 2.1756 0.6631 3.4723 -1.5 -0.4 -2.4
H 3.9740 1.7269 1.1749 -1.9 1.3 0.3